1 | Formula: AlH4O2
Source: the Open Molecules 2025 dataset
Level of theory: ωB97M-V/def2-TZVPD

Geometry as XYZ:
```
7
AlH4O2 ωB97M-V/def2-TZVPD
Al 21.51867 -11.69412 -3.71941
O 20.00292 -13.25228 -5.59221
H 19.47949 -14.07332 -5.38850
H 20.13401 -13.27062 -6.58484
O 18.83732 -12.23546 -2.67202
H 18.25425 -12.02444 -1.88108
H 18.21322 -12.54664 -3.37416
```

Output
charge: +3
orbital gap: 4.8 eV
LUMO energy: -23.246 eV
HOMO energy: -28.06 eV


2 | Formula: AlH4O2
Source: the Open Molecules 2025 dataset
Level of theory: ωB97M-V/def2-TZVPD

Geometry as XYZ:
```
7
AlH4O2 ωB97M-V/def2-TZVPD
Al 0.16480 -13.01428 -7.68346
O 1.13845 -13.31610 -10.27935
H 0.76786 -14.04414 -10.86544
H 1.62478 -12.67987 -10.89524
O -2.45162 -13.58876 -6.95773
H -3.11383 -12.82927 -6.94020
H -2.81068 -14.28105 -6.31346
```

Output
charge: +3
orbital gap: 4.8 eV
LUMO energy: -22.900 eV
HOMO energy: -27.70 eV


Energy relative to the most stable one, in kcal/mol: 1 16.6; 2 0.0


1 | Formula: C3H5BN2O2
Source: the Open Molecules 2025 dataset
Level of theory: ωB97M-V/def2-TZVPD

Geometry as XYZ:
```
13
C3H5BN2O2 ωB97M-V/def2-TZVPD
B -2.32665 -1.08647 0.06135
C 0.93982 0.46556 0.33276
C 3.34980 -0.14086 0.05590
C 0.17921 1.34542 -0.30329
N 2.26253 0.33038 0.03406
N -3.08631 -0.10362 0.22076
O 4.45256 -0.48475 -0.04215
O -1.52286 -2.08980 -0.19016
H 0.54522 -0.17534 1.11543
H 0.59397 1.99031 -1.05868
H -0.86997 1.42933 -0.08908
H -3.74750 0.50672 0.62465
H -0.76983 -1.98688 -0.76156
```

Output
SMILES string: [H]/N=B/O.C=CN=C=O
orbital gap: 9.7 eV
LUMO energy: 0.201 eV
HOMO energy: -9.53 eV


2 | Formula: C3H5BN2O2
Source: the Open Molecules 2025 dataset
Level of theory: ωB97M-V/def2-TZVPD

Geometry as XYZ:
```
13
C3H5BN2O2 ωB97M-V/def2-TZVPD
B -3.24704 -0.12506 0.40915
C 2.08717 0.77441 -0.20955
C 0.76071 0.71333 -0.79475
C 1.10742 -1.03163 0.44712
N 2.33543 -0.33229 0.47902
N 0.17965 -0.49149 -0.17604
O -4.01340 0.76951 0.63791
O -2.49958 -1.15318 0.25083
H 2.84640 1.55074 -0.26569
H 0.55506 0.84131 -1.84467
H 1.12146 -1.95949 1.05233
H 0.33695 1.58548 -0.24001
H -1.57022 -1.14164 0.25434
```

Output
SMILES string: C1=NC=NC1.O=BO
orbital gap: 10.9 eV
LUMO energy: -0.086 eV
HOMO energy: -11.01 eV


Energy relative to the most stable one, in kcal/mol: 1 17.9; 2 0.0


1 | Formula: C3H10NS
Source: the Open Molecules 2025 dataset
Level of theory: ωB97M-V/def2-TZVPD

Geometry as XYZ:
```
15
C3H10NS ωB97M-V/def2-TZVPD
C -2.45818 -0.07732 -0.72976
S -1.68973 -0.35988 0.88923
H -1.85374 0.57169 -1.39989
H -2.56078 -0.99263 -1.32974
H -3.40122 0.45031 -0.60361
C 1.57953 1.44373 -0.27006
N 1.53214 0.08215 0.25921
C 2.43648 -0.78966 -0.49984
H 2.47508 1.96134 0.06410
H 1.51106 1.46012 -1.36708
H 0.68389 1.95853 0.07404
H 0.56156 -0.24395 0.11492
H 3.38985 -0.28449 -0.64086
H 1.98911 -1.14361 -1.42963
H 2.66384 -1.69481 0.07441
```

Output
charge: -1
orbital gap: 6.3 eV
LUMO energy: 4.013 eV
HOMO energy: -2.31 eV


2 | Formula: C3H10NS
Source: the Open Molecules 2025 dataset
Level of theory: ωB97M-V/def2-TZVPD

Geometry as XYZ:
```
15
C3H10NS ωB97M-V/def2-TZVPD
C -2.41361 0.46083 -0.68732
S -1.87722 -0.66936 0.61955
H -3.39607 0.26939 -1.13767
H -2.44186 1.53552 -0.33228
H -1.74873 0.54586 -1.57033
C 1.46454 -1.10198 -0.47540
C 1.35139 -0.29148 0.86474
N 0.88347 1.11253 0.71031
H 1.95264 -0.37647 -1.20438
H 2.21609 -1.85448 -0.42738
H 0.52594 -1.35107 -0.94362
H 0.67806 -0.75043 1.62564
H 2.36424 -0.09642 1.31112
H 0.15671 1.09109 0.03233
H 0.28440 1.47647 1.61471
```

Output
charge: -1
orbital gap: 6.6 eV
LUMO energy: 4.241 eV
HOMO energy: -2.33 eV


Energy relative to the most stable one, in kcal/mol: 1 0.0; 2 8.4


1 | Formula: C3H6O3S
Source: the Open Molecules 2025 dataset
Level of theory: ωB97M-V/def2-TZVPD

Geometry as XYZ:
```
13
C3H6O3S ωB97M-V/def2-TZVPD
C 3.16095 0.93748 -0.07940
C -2.17247 -0.19245 -0.13947
C -0.74575 0.29343 0.09199
O 2.20537 -1.31085 -0.70734
O 3.50214 2.02114 -0.33238
O -0.04117 -0.53118 0.99520
S 2.62203 -0.49723 0.45574
H -2.66521 -0.35656 0.81424
H -2.73086 0.54669 -0.70579
H -2.17105 -1.12578 -0.69434
H -0.74955 1.28663 0.54850
H -0.21068 0.34895 -0.86660
H -0.00374 -1.42029 0.61964
```

Output
orbital gap: 8.0 eV
LUMO energy: -0.938 eV
HOMO energy: -8.98 eV


2 | Formula: C3H6O3S
Source: the Open Molecules 2025 dataset
Level of theory: ωB97M-V/def2-TZVPD

Geometry as XYZ:
```
13
C3H6O3S ωB97M-V/def2-TZVPD
C -2.44288 -0.99276 0.55144
C 0.94612 1.46308 0.12109
C -1.01421 -0.78106 0.06398
O -3.38094 -0.92266 -0.21850
O -1.08218 1.48992 -1.38264
O -1.55038 1.64030 1.06051
S -0.80514 1.09024 -0.06933
H -2.31780 -1.30472 1.70478
H 1.02579 2.44140 0.57358
H 1.36283 0.67039 0.66692
H 1.41208 1.61703 -0.92939
H -0.73913 -1.29062 -0.90209
H -0.39710 -1.14592 0.89533
```

Output
SMILES string: CS(=O)(=O)CC=O
orbital gap: 10.6 eV
LUMO energy: 0.252 eV
HOMO energy: -10.34 eV


3 | Formula: C3H6O3S
Source: the Open Molecules 2025 dataset
Level of theory: ωB97M-V/def2-TZVPD

Geometry as XYZ:
```
13
C3H6O3S ωB97M-V/def2-TZVPD
C -0.50753 -0.57890 0.75301
C 0.68838 0.39224 1.07982
C -0.34298 -0.50587 -0.76098
O -1.54290 1.82809 -0.91328
O 0.71110 1.47991 0.22021
O 0.89344 -1.04434 -1.14311
S -0.24939 1.27869 -1.13134
H -0.41084 -1.71434 0.97730
H -1.40938 -0.25509 1.11677
H 0.42473 0.84047 2.03907
H 1.66629 -0.07211 0.91069
H -1.15285 -1.12888 -1.26018
H 1.23192 -0.51987 -1.88798
```

Output
orbital gap: 10.4 eV
LUMO energy: 0.603 eV
HOMO energy: -9.77 eV


Energy relative to the most stable one, in kcal/mol: 1 15.8; 2 3.0; 3 0.0


1 | Formula: Br2HOPS
Source: the Open Molecules 2025 dataset
Level of theory: ωB97M-V/def2-TZVPD

Geometry as XYZ:
```
6
Br2HOPS ωB97M-V/def2-TZVPD
O 0.01255 1.16467 -0.13959
P 1.05123 0.11352 -0.82091
S -0.49166 -1.54495 -0.59802
Br 2.69452 0.42870 0.67351
Br -2.60772 -0.97076 0.41289
H -0.65891 0.80881 0.47212
```

Output
SMILES string: OP(Br)SBr
orbital gap: 7.3 eV
LUMO energy: -2.390 eV
HOMO energy: -9.69 eV


2 | Formula: Br2HOPS
Source: the Open Molecules 2025 dataset
Level of theory: ωB97M-V/def2-TZVPD

Geometry as XYZ:
```
6
Br2HOPS ωB97M-V/def2-TZVPD
O 0.46691 -0.03539 -0.71161
P 1.87686 -0.91938 -0.22986
S 1.32470 -2.78526 0.88854
Br 2.46099 0.54154 1.38273
Br 0.08319 -3.74103 2.62219
H -0.07443 -0.51919 -1.42402
```

Output
SMILES string: OP(Br)SBr
orbital gap: 7.2 eV
LUMO energy: -2.329 eV
HOMO energy: -9.52 eV


Energy relative to the most stable one, in kcal/mol: 1 0.0; 2 5.5